The following is a quantum chemistry calculation of C22H32ClGeMoNO4S2SbSe as an isolated structure, from the OMol25 dataset.

Values from the calculation:
Charge: -1
<S²>: 2.10
Total energy in Eh: -7256.356518
Spin multiplicity: 3
Strongest force on any atom in eV/A: 0.67

```
66
C22H32ClGeMoNO4S2SbSe | the OMol25 dataset | the ωB97M-V functional and the def2-TZVPD basis
Mo -1.13 1.66 -0.18
S -3.26 2.79 -1.73
C -3.66 1.18 -1.38
N -2.87 0.42 -0.65
C -3.39 -0.83 -0.40
C -2.78 -1.82 0.36
C -3.42 -3.04 0.49
C -4.65 -3.28 -0.12
C -5.27 -2.29 -0.88
C -4.63 -1.07 -1.01
S -5.13 0.36 -1.86
H -1.83 -1.61 0.83
H -2.96 -3.83 1.08
H -5.14 -4.24 -0.01
H -6.22 -2.47 -1.35
O 1.53 1.12 -3.88
Cl 1.12 2.18 -3.01
O -0.28 1.92 -2.58
O 1.14 3.45 -3.69
O 1.95 2.24 -1.83
C 1.86 4.83 0.34
Sb -0.13 4.17 -0.02
C -1.05 5.37 1.49
C -0.56 5.50 -1.63
H 1.86 5.92 0.36
H 2.51 4.47 -0.46
H 2.22 4.45 1.29
H -0.70 6.39 1.39
H -0.81 4.99 2.48
H -2.13 5.33 1.36
H -0.50 6.52 -1.25
H -1.57 5.29 -2.00
H 0.15 5.34 -2.44
C 2.97 -3.41 -2.23
Ge 2.34 -3.23 -0.40
C 3.34 -1.87 0.56
C 2.47 -4.96 0.50
C 0.47 -2.65 -0.39
Se 0.32 -0.94 -1.35
C -0.79 -1.50 -2.83
H 4.02 -3.68 -2.25
H 2.83 -2.47 -2.76
H 2.41 -4.19 -2.76
H 4.42 -2.03 0.48
H 3.06 -1.85 1.61
H 3.12 -0.89 0.13
H 3.51 -5.31 0.53
H 1.87 -5.71 -0.02
H 2.11 -4.89 1.53
H 0.15 -2.48 0.64
H -0.21 -3.36 -0.85
H -0.26 -2.21 -3.46
H -1.00 -0.60 -3.40
H -1.72 -1.94 -2.46
C -0.46 1.08 1.37
C 0.37 0.49 2.41
C -0.06 -0.62 3.14
C 0.77 -1.22 4.08
C 2.04 -0.72 4.32
C 2.48 0.40 3.61
C 1.66 0.99 2.66
H -1.06 -1.00 2.97
H 0.41 -2.08 4.63
H 2.69 -1.19 5.05
H 3.47 0.79 3.78
H 2.01 1.84 2.09
```

The following is a quantum chemistry calculation of one molecule with the formula C4H8O2, from the OMol25 dataset.

Values from the calculation:
Total energy in Eh: -307.639986
Strongest force on any atom in eV/A: 0.42
Relative energy (zero: lowest compared OMol25 entry of this formula, charge and spin) in kJ/mol: 190.20

```
14
C4H8O2 | the OMol25 dataset | the ωB97M-V functional and the def2-TZVPD basis
C 1.81 0.40 -0.10
C 0.90 -0.67 0.46
O 0.03 -0.23 1.50
C -0.55 -0.69 0.27
C -1.28 0.28 -0.61
O -2.65 0.39 -0.29
H 1.30 1.36 -0.16
H 2.18 0.13 -1.10
H 2.67 0.52 0.56
H 1.39 -1.63 0.65
H -1.07 -1.64 0.39
H -1.23 -0.11 -1.63
H -0.78 1.26 -0.59
H -2.72 0.61 0.65
```

The following is a quantum chemistry calculation of C34H48Ge2N4NaO3S as an isolated structure at a distorted geometry, from the OMol25 dataset.

Values from the calculation:
Charge: -1
Total energy in Eh: -6483.560984
Strongest force on any atom in eV/A: 2.28
Relative energy (zero: lowest compared OMol25 entry of this formula, charge and spin) in kJ/mol: 22.04

```
93
C34H48Ge2N4NaO3S | the OMol25 dataset | the ωB97M-V functional and the def2-TZVPD basis
Na -2.70 0.39 -1.31
O -0.94 3.14 1.48
C -1.41 2.85 0.38
O -1.25 1.71 -0.18
C -2.13 3.91 -0.44
C -1.50 5.17 -0.48
C -1.99 6.23 -1.20
C -3.14 6.03 -1.92
C -3.78 4.80 -1.89
C -3.35 3.72 -1.11
S -4.43 2.30 -1.02
H -0.60 5.33 0.13
H -1.52 7.23 -1.27
H -3.55 6.83 -2.54
H -4.71 4.65 -2.45
C 4.24 -1.09 1.36
C 3.57 0.17 1.89
Ge 1.78 0.03 2.77
C 1.55 1.94 3.40
C 0.60 1.93 4.57
C 1.64 -1.22 4.31
C 0.57 -2.01 4.11
Ge -0.11 -1.43 2.32
C 0.15 -2.87 1.05
C -1.11 -3.29 0.26
C -1.90 -0.58 2.13
C -2.60 -0.51 3.49
C 0.10 -3.11 4.95
C 0.58 -3.35 6.24
C 0.08 -4.38 7.01
C -0.93 -5.19 6.49
C -1.29 -5.05 5.18
C -0.80 -4.01 4.42
H 5.23 -0.93 0.90
H 3.65 -1.57 0.58
H 4.44 -1.81 2.15
H 3.46 0.91 1.08
H 4.21 0.61 2.65
H 1.15 2.61 2.62
H 2.56 2.33 3.59
H -0.30 1.37 4.22
H 0.26 2.89 4.80
H 0.92 1.32 5.44
H 2.30 -1.35 5.19
H 0.61 -3.72 1.53
H 0.92 -2.55 0.36
H -1.97 -3.38 0.88
H -0.97 -4.28 -0.20
H -1.31 -2.64 -0.61
H -2.49 -1.16 1.40
H -1.71 0.34 1.56
H -2.32 -1.35 4.13
H -3.71 -0.52 3.42
H -2.34 0.43 4.01
H 1.30 -2.62 6.61
H 0.42 -4.49 8.02
H -1.42 -5.96 7.06
H -2.05 -5.73 4.79
H -1.18 -3.87 3.43
N 1.08 2.34 -1.25
C 1.85 1.44 -1.87
C 2.90 1.76 -2.73
C 3.60 0.76 -3.35
C 3.25 -0.56 -3.07
C 2.20 -0.80 -2.21
N 1.50 0.14 -1.62
H 1.12 3.30 -1.56
H 0.22 2.01 -0.77
H 3.16 2.83 -2.87
H 4.46 0.99 -3.95
H 3.81 -1.36 -3.47
H 1.94 -1.81 -1.94
C -0.62 -2.69 -3.83
N -0.30 -1.42 -4.45
C 0.73 -1.36 -5.46
C 0.65 -0.04 -6.27
C 0.18 1.09 -5.42
N -1.11 0.76 -4.84
C -1.97 1.82 -4.28
C -1.24 -0.45 -4.25
O -2.25 -0.70 -3.57
H 0.37 -3.20 -3.70
H -1.33 -3.28 -4.40
H -1.01 -2.48 -2.82
H 0.61 -2.20 -6.13
H 1.70 -1.45 -4.91
H -0.10 -0.19 -7.00
H 1.61 0.15 -6.77
H -0.03 2.00 -5.94
H 0.88 1.31 -4.63
H -2.07 2.63 -4.96
H -1.53 2.09 -3.32
H -2.98 1.43 -4.14
```

The following is a quantum chemistry calculation of a 2-piece molecular cluster, C4H13N2O overall at a distorted geometry, from the OMol25 dataset.

Values from the calculation:
Charge: +2
<S²>: 0.76
Total energy in Eh: -344.125568
Spin multiplicity: 2
Strongest force on any atom in eV/A: 5.47
Relative energy (zero: lowest compared OMol25 entry of this formula, charge and spin) in kJ/mol: 469.69

```
20
C4H13N2O | the OMol25 dataset | the ωB97M-V functional and the def2-TZVPD basis
C 1.48 1.37 -0.68
C 0.15 1.64 0.16
C -0.45 0.34 0.68
C -1.56 0.36 1.48
N -0.31 -0.90 -0.07
N 1.48 0.68 -1.96
H 2.08 1.03 0.02
H 2.02 2.36 -0.74
H 0.37 2.67 0.79
H -0.62 2.16 -0.46
H -1.97 0.95 2.36
H -2.31 -0.38 1.13
H 0.67 -1.13 -0.46
H -0.69 -1.62 0.49
H -0.73 -0.65 -0.97
H 2.36 0.61 -2.49
H 0.88 1.13 -2.64
H -1.59 -3.89 0.77
H -0.33 -3.56 1.65
O -0.94 -3.19 0.95
```

The following is a quantum chemistry calculation of a 3-piece molecular cluster, C26H19FO2 overall, from the OMol25 dataset.

Values from the calculation:
Total energy in Eh: -1252.524883
Strongest force on any atom in eV/A: 0.31

```
48
C26H19FO2 | the OMol25 dataset | the ωB97M-V functional and the def2-TZVPD basis
O 1.03 -1.06 2.57
C 0.46 -0.55 1.64
C 0.04 -1.32 0.43
C -0.33 -2.65 0.52
C -0.77 -3.32 -0.61
C -0.81 -2.66 -1.84
C -0.42 -1.34 -1.94
C -0.01 -0.65 -0.80
C 0.38 0.78 -0.85
O 0.91 1.29 -1.82
C 0.05 1.56 0.39
C -0.28 2.90 0.31
C -0.61 3.55 1.48
F -0.96 4.85 1.43
C -0.60 2.92 2.71
C -0.23 1.58 2.78
C 0.09 0.90 1.62
H -0.28 -3.14 1.49
H -1.08 -4.35 -0.53
H -1.15 -3.19 -2.72
H -0.43 -0.83 -2.90
H -0.29 3.41 -0.65
H -0.87 3.47 3.60
H -0.19 1.08 3.74
C 6.05 2.28 -3.17
C 4.77 2.05 -2.68
C 3.68 2.73 -3.23
C 3.88 3.62 -4.26
C 5.16 3.85 -4.76
C 6.24 3.18 -4.21
H 6.89 1.75 -2.74
H 4.61 1.35 -1.87
H 2.69 2.55 -2.84
H 3.04 4.15 -4.69
H 5.31 4.55 -5.57
H 7.24 3.35 -4.59
C -3.40 -2.36 3.22
C -3.62 -2.70 1.89
C -4.65 -3.56 1.55
C -5.48 -4.07 2.55
C -5.26 -3.74 3.87
C -4.21 -2.88 4.21
H -2.58 -1.70 3.48
H -2.98 -2.29 1.12
H -4.82 -3.82 0.52
H -6.29 -4.74 2.28
H -5.90 -4.14 4.65
H -4.04 -2.62 5.25
```

The following is a quantum chemistry calculation of a 9-piece molecular cluster, C47H114B2F8N7O3 overall at a distorted geometry, from the OMol25 dataset.

Values from the calculation:
Charge: +5
Total energy in Eh: -3315.367762
Strongest force on any atom in eV/A: 3.15

```
181
C47H114B2F8N7O3 | the OMol25 dataset | the ωB97M-V functional and the def2-TZVPD basis
C 11.15 -1.82 -4.65
C 10.09 -2.88 -4.28
C 8.69 -2.34 -4.14
N 7.56 -3.35 -3.80
C 7.40 -4.39 -5.03
C 7.73 -4.15 -2.50
C 6.30 -4.63 -2.14
C 5.27 -3.64 -2.87
C 6.19 -2.62 -3.57
H 12.08 -2.29 -4.95
H 11.29 -1.11 -3.83
H 10.99 -1.18 -5.52
H 10.31 -3.19 -3.26
H 10.09 -3.68 -5.02
H 8.26 -1.89 -5.04
H 8.62 -1.65 -3.30
H 6.57 -5.06 -4.81
H 8.23 -5.09 -4.95
H 7.24 -3.97 -6.02
H 8.47 -4.94 -2.60
H 8.09 -3.39 -1.81
H 6.15 -5.63 -2.55
H 6.05 -4.66 -1.08
H 4.72 -4.16 -3.66
H 4.52 -3.21 -2.21
H 5.91 -2.30 -4.57
H 6.42 -1.82 -2.86
C -3.11 -3.53 9.95
C -2.24 -4.56 10.70
C -2.58 -4.39 12.18
N -1.77 -5.36 13.14
C -1.81 -6.78 12.69
C -2.29 -5.28 14.64
C -1.32 -4.27 15.33
C 0.01 -4.72 14.81
C -0.30 -4.87 13.27
H -3.03 -3.56 8.87
H -2.86 -2.55 10.36
H -4.19 -3.66 10.04
H -1.19 -4.37 10.50
H -2.50 -5.58 10.43
H -3.59 -4.75 12.38
H -2.42 -3.44 12.68
H -1.23 -6.80 11.77
H -2.87 -6.94 12.50
H -1.23 -7.41 13.37
H -2.26 -6.26 15.11
H -3.33 -4.98 14.72
H -1.44 -4.22 16.41
H -1.62 -3.28 14.98
H 0.17 -5.65 15.35
H 0.87 -4.06 14.97
H 0.38 -5.62 12.88
H -0.15 -3.94 12.72
C -7.48 11.10 -2.89
C -6.89 9.72 -2.50
C -7.92 8.57 -2.65
N -7.58 7.21 -1.89
C -6.25 6.59 -2.38
C -8.60 6.09 -2.12
C -8.64 5.20 -0.88
C -7.93 5.95 0.25
C -7.73 7.37 -0.40
H -7.60 11.18 -3.97
H -6.83 11.92 -2.58
H -8.45 11.22 -2.40
H -6.74 9.76 -1.42
H -5.96 9.57 -3.03
H -7.90 8.29 -3.71
H -8.94 8.90 -2.47
H -5.96 5.74 -1.77
H -5.60 7.40 -2.05
H -6.22 6.46 -3.47
H -8.36 5.57 -3.05
H -9.58 6.55 -2.23
H -8.41 4.14 -1.01
H -9.69 5.14 -0.59
H -7.08 5.37 0.60
H -8.48 6.03 1.19
H -6.87 7.91 0.00
H -8.57 8.02 -0.18
C 8.61 5.34 -5.77
C 7.30 5.42 -4.90
C 6.03 5.96 -5.64
N 4.73 6.20 -4.75
C 5.09 7.19 -3.61
C 3.56 6.80 -5.62
C 2.26 6.19 -5.12
C 2.61 5.35 -3.85
C 4.08 4.93 -4.10
H 8.41 4.81 -6.70
H 9.49 4.92 -5.28
H 8.83 6.35 -6.11
H 7.42 6.06 -4.03
H 7.08 4.46 -4.44
H 5.71 5.19 -6.35
H 6.26 6.88 -6.16
H 5.77 6.60 -3.00
H 4.21 7.47 -3.02
H 5.59 8.09 -3.96
H 3.57 7.89 -5.68
H 3.68 6.53 -6.67
H 1.51 6.91 -4.82
H 1.83 5.50 -5.86
H 2.51 5.97 -2.96
H 1.98 4.46 -3.76
H 4.76 4.77 -3.27
H 4.29 4.21 -4.90
C -4.25 -7.11 2.23
N -3.12 -7.79 1.33
C -2.79 -9.21 1.94
C -3.67 -8.04 -0.06
C -1.91 -6.91 1.24
C -1.13 -6.70 2.61
O -0.27 -7.77 2.84
H -4.42 -6.18 1.70
H -4.03 -7.14 3.30
H -5.08 -7.79 1.99
H -3.60 -9.93 1.94
H -2.31 -9.06 2.91
H -1.90 -9.64 1.47
H -4.64 -8.49 0.14
H -3.00 -8.67 -0.65
H -3.91 -7.18 -0.68
H -2.22 -6.00 0.74
H -1.25 -7.47 0.58
H -1.70 -6.70 3.54
H -0.62 -5.74 2.65
H 0.17 -7.66 3.68
C -5.02 -1.00 -7.17
N -3.74 -0.44 -7.91
C -3.26 -1.47 -8.93
C -4.20 0.92 -8.50
C -2.64 -0.13 -6.85
C -1.18 -0.20 -7.36
O -1.00 0.88 -8.25
H -5.59 -0.40 -6.47
H -4.58 -1.85 -6.65
H -5.69 -1.30 -7.98
H -4.12 -1.75 -9.54
H -2.92 -2.37 -8.41
H -2.43 -1.20 -9.58
H -4.82 0.53 -9.31
H -3.32 1.35 -8.98
H -4.74 1.66 -7.91
H -2.80 -0.89 -6.09
H -2.98 0.77 -6.34
H -0.87 -1.19 -7.70
H -0.46 -0.01 -6.55
H -0.14 0.76 -8.67
C 3.33 1.97 5.23
N 2.00 2.12 4.48
C 2.23 1.53 3.03
C 0.93 1.22 5.09
C 1.49 3.57 4.40
C 2.42 4.57 3.63
O 3.69 4.89 4.25
H 3.46 2.89 5.80
H 4.11 1.84 4.48
H 3.30 1.09 5.87
H 2.93 2.28 2.64
H 1.33 1.52 2.42
H 2.73 0.56 2.98
H 1.27 0.19 5.04
H -0.06 1.32 4.66
H 0.82 1.48 6.14
H 1.36 3.78 5.46
H 0.46 3.47 4.04
H 1.88 5.48 3.36
H 2.57 4.38 2.57
H 4.41 4.75 3.63
B -0.90 -6.71 -5.34
F -1.56 -5.82 -4.46
F -0.03 -6.21 -6.26
F -0.13 -7.46 -4.52
F -1.85 -7.55 -5.91
B -3.48 -0.08 -0.15
F -2.47 -0.78 -0.70
F -3.94 -0.71 0.99
F -3.03 1.26 0.17
F -4.56 0.08 -1.02
```

The following is a quantum chemistry calculation of one molecule with the formula C20H26BrN5O2S at a distorted geometry, from the OMol25 dataset.

Values from the calculation:
Total energy in Eh: -4174.246555
Strongest force on any atom in eV/A: 1.09
Relative energy (zero: lowest compared OMol25 entry of this formula, charge and spin) in kJ/mol: 0.00

```
55
C20H26BrN5O2S | the OMol25 dataset | the ωB97M-V functional and the def2-TZVPD basis
C -2.63 -0.71 -0.88
C -1.89 0.26 -1.82
C -0.51 -0.22 -2.08
N 0.55 0.34 -1.56
N 1.63 -0.38 -1.92
C 1.20 -1.39 -2.64
N -0.15 -1.33 -2.79
C -0.97 -2.24 -3.54
H -0.45 -2.52 -4.46
H -1.15 -3.15 -2.96
H -1.92 -1.77 -3.78
S 2.16 -2.68 -3.29
C 3.64 -2.52 -2.23
H 4.36 -3.22 -2.66
H 3.99 -1.50 -2.30
C 3.29 -2.95 -0.81
O 3.36 -4.11 -0.45
N 2.93 -1.92 -0.02
H 2.77 -1.02 -0.45
C 2.34 -2.10 1.29
C 0.81 -1.98 1.21
C 0.19 -2.16 2.59
C 0.74 -1.12 3.55
C 2.26 -1.23 3.64
C 2.89 -1.06 2.26
H 3.97 -1.15 2.32
H 2.65 -0.06 1.87
H 2.53 -2.21 4.04
H 2.65 -0.47 4.32
H 0.46 -0.12 3.20
H 0.30 -1.26 4.54
H -0.90 -2.05 2.52
H 0.41 -3.16 2.96
H 0.43 -2.74 0.52
H 0.56 -1.00 0.81
H 2.61 -3.11 1.62
N -1.77 1.56 -1.19
C -2.83 2.38 -1.01
O -3.94 2.15 -1.45
C -2.52 3.63 -0.24
C -1.86 3.65 0.98
C -1.64 4.84 1.66
C -2.09 6.03 1.11
C -2.77 6.02 -0.10
C -2.99 4.83 -0.75
H -3.53 4.80 -1.69
H -3.13 6.95 -0.52
H -1.92 6.96 1.64
H -1.13 4.83 2.61
Br -1.25 2.05 1.83
H -0.85 1.78 -0.85
H -2.47 0.36 -2.75
H -2.72 -1.70 -1.33
H -2.09 -0.80 0.06
H -3.62 -0.32 -0.68
```